# C29H38N4O4S

The molecule C29H38N4O4S in a non-equilibrium geometry (wB97M-V/def2-TZVPD, the Open Molecules 2025 dataset).

As for the SMILES: CC(=O)N1c2ccc(S(=O)(=O)N3CCC(C(=O)N4CCN(c5cccc(C)c5C)CC4)CC3)cc2C[C@H]1C. For the HOMO energy, the calculation gives -8.4 eV. The LUMO energy comes out at 0.4 eV. For the energy above the lowest of the compared OMol25 structures with the same formula, charge and spin, the calculation gives 0.0 kJ/mol.

The geometry in ORCA input format:
```
! RIJCOSX wB97M-V def2-TZVPD def2/J DEFGRID3
* xyz 0 1
C -1.82385 3.34942 -1.93174
C -0.84861 3.87849 -0.91723
O -1.16825 4.65861 -0.04252
N 0.43912 3.41399 -0.97614
C 1.03272 2.47300 -1.80496
C 0.73508 2.11682 -3.11282
C 1.46561 1.09364 -3.70122
C 2.46723 0.45124 -3.00190
S 3.19481 -1.04134 -3.67234
O 3.14535 -0.98571 -5.10327
O 4.45324 -1.26252 -3.02075
N 2.20415 -2.30060 -3.21242
C 2.17615 -2.66648 -1.82161
C 1.08715 -1.92598 -1.04011
C -0.28934 -2.06940 -1.71010
C -1.21333 -1.04936 -1.04322
O -1.31226 0.08145 -1.49648
N -1.88943 -1.41406 0.06525
C -1.78567 -2.64190 0.81822
C -1.20200 -2.34863 2.20758
N -2.07886 -1.41685 2.87791
C -1.96724 -1.30327 4.28462
C -0.77414 -1.56598 4.94969
C -0.70129 -1.45278 6.32474
C -1.81355 -1.06098 7.04370
C -3.01866 -0.80850 6.40167
C -4.21788 -0.40159 7.20433
C -3.10832 -0.94907 5.01622
C -4.42450 -0.75333 4.32412
C -2.13391 -0.16454 2.14569
C -2.70492 -0.42906 0.75385
C -0.20406 -1.74009 -3.20499
C 0.94570 -2.47630 -3.89196
C 2.83830 0.86525 -1.73054
C 2.12903 1.88971 -1.14832
C 2.30638 2.52125 0.19930
C 1.34598 3.71980 0.14045
C 2.07269 5.03241 -0.13589
H -1.72438 2.27056 -2.02798
H -2.82644 3.60202 -1.59480
H -1.66098 3.82200 -2.89739
H -0.04015 2.60384 -3.67613
H 1.26503 0.78296 -4.71472
H 2.00627 -3.74846 -1.76017
H 3.16456 -2.44503 -1.41761
H 1.33472 -0.86468 -0.99017
H 1.05245 -2.31668 -0.02088
H -0.66054 -3.09054 -1.59365
H -1.16584 -3.37355 0.30600
H -2.79318 -3.05584 0.94262
H -1.15422 -3.27281 2.78648
H -0.17905 -1.95092 2.07946
H 0.10606 -1.85044 4.39339
H 0.22959 -1.65730 6.83276
H -1.74994 -0.95626 8.11692
H -4.98150 -1.17912 7.17682
H -3.94271 -0.23222 8.24208
H -4.65764 0.51168 6.80696
H -4.38904 -1.18123 3.32679
H -5.22037 -1.23923 4.88482
H -4.67511 0.30492 4.24486
H -2.76358 0.54577 2.67905
H -1.12759 0.27772 2.04057
H -2.70929 0.48420 0.15870
H -3.72484 -0.81740 0.84006
H -0.07209 -0.66336 -3.30540
H -1.14548 -2.00839 -3.68816
H 0.73414 -3.55205 -3.93004
H 1.08656 -2.11358 -4.91018
H 3.66447 0.37830 -1.23646
H 3.33464 2.83779 0.37023
H 2.03223 1.82077 0.99204
H 0.74309 3.82680 1.04662
H 2.74055 5.27173 0.68744
H 1.34795 5.83556 -0.24035
H 2.65217 4.95512 -1.05376
*
```